*P*
Formula: C18H51N3O9
Source: the Open Molecules 2025 dataset
Level of theory: ωB97M-V/def2-TZVPD

The geometry in ORCA input format:
```
! wB97M-V def2-TZVPD RIJCOSX def2/J DEFGRID3
* xyz 0 1
O 1.697 0.374 0.138
H -0.045 -1.202 -2.196
H 3.321 1.710 2.251
H 0.834 -0.184 -0.978
H 0.063 2.211 -0.740
O 0.741 -7.015 -1.388
H -0.704 -7.604 -2.323
H 2.144 0.988 -2.602
N 1.496 -4.783 0.510
C 1.343 3.072 1.470
H 1.333 4.618 0.166
H 2.023 0.981 -0.527
H -1.769 1.382 -1.765
C -4.219 1.039 -0.365
N -2.900 0.473 -0.197
H -0.373 -0.284 -0.335
H -8.329 1.324 1.574
H 2.345 -1.365 0.776
H 1.938 3.149 3.564
C 0.110 -8.153 -1.850
O -6.542 1.300 0.471
H 4.169 3.934 3.437
O 1.263 1.313 -2.420
H -7.300 -0.122 1.907
H -1.696 2.327 -0.354
H 0.614 4.169 3.140
H 1.522 0.405 2.106
H 1.586 2.695 -1.193
H 4.483 5.449 2.583
N 0.704 3.875 0.434
H 1.639 -8.101 0.361
H 2.721 -6.483 1.183
H -5.045 0.293 1.406
C 1.191 -7.172 0.010
H -5.482 -0.593 0.068
C 2.179 -6.098 0.320
C -5.379 0.446 0.380
H 0.523 4.682 -2.562
C -0.351 0.802 -0.248
C -7.644 0.588 1.155
H 0.335 -0.908 1.691
C -0.052 3.938 -2.010
H 0.094 0.238 2.927
H 0.795 -8.757 -2.445
C 0.323 -1.127 -1.172
H 0.820 2.155 1.743
C 0.480 0.149 1.911
C -1.724 1.287 -0.680
H -0.956 4.438 -1.663
O 1.207 -2.206 -0.829
C -1.161 3.422 -4.086
H 2.309 2.885 1.001
C 1.747 -2.223 0.467
O 3.062 1.060 1.597
C 3.845 4.565 2.609
H -4.611 1.002 -1.382
H -2.061 3.857 -3.652
H 3.714 0.364 1.679
H 0.938 -2.176 1.195
H 1.090 1.943 -3.120
H -0.118 -8.876 -1.066
H -1.451 2.520 -4.625
C 2.429 -3.634 0.691
O -0.422 2.974 -2.927
H 1.003 -4.776 -0.372
H 0.290 -7.025 0.607
H -4.215 2.051 0.039
C 0.642 3.127 -0.860
O 2.503 4.891 2.619
H 2.905 -6.071 -0.493
H -0.526 4.100 -4.655
C 1.565 3.790 2.765
H 3.221 -3.789 -0.042
H 2.312 0.464 0.867
H -0.556 -1.194 -0.532
O -0.262 1.106 1.160
H 2.831 -3.587 1.703
H -8.239 -0.033 0.485
H -2.739 0.468 0.800
H 0.393 1.108 -0.984
H 4.035 4.044 1.670
*
```

Summary:
LUMO level, Eh: -0.001
HOMO level, eV: -7.372
Kohn-Sham gap, hartree: 0.26973

---

*Q*
Formula: C18H51N3O9
Source: the Open Molecules 2025 dataset
Level of theory: ωB97M-V/def2-TZVPD

The geometry in ORCA input format:
```
! wB97M-V def2-TZVPD RIJCOSX def2/J DEFGRID3
* xyz 0 1
H 3.920 3.304 3.912
H -2.140 0.101 -2.629
H -3.161 -3.628 -3.509
C 5.752 -3.186 0.659
H -2.251 8.348 -3.382
H -3.192 -5.037 1.071
H -0.689 -0.043 4.258
O 1.178 -0.605 2.407
O -1.139 -2.511 -0.288
H -0.344 0.122 1.259
H 1.235 -8.112 3.122
H -1.996 0.587 3.340
C -2.212 6.213 -3.554
N 2.212 -5.298 -0.664
H -5.774 9.045 -3.587
O -0.959 1.608 -3.385
C -0.442 2.678 4.242
C -1.110 0.457 -2.625
H -0.484 -0.284 -3.123
O 1.080 -6.821 1.473
H -0.851 0.545 -1.570
H -0.779 4.278 -3.813
C 0.748 3.731 4.220
H 2.953 4.573 3.290
H -4.151 9.666 -3.575
H -2.469 2.399 -2.082
C -4.785 8.884 -3.158
O 4.480 -3.823 0.364
H 3.206 4.465 5.112
C 2.543 -3.871 -1.072
H -1.417 3.160 4.172
H 6.578 -3.525 0.034
H 1.753 -0.651 0.436
C -2.845 7.520 -2.994
H -0.006 -8.579 2.086
H 0.654 1.606 3.078
H 0.599 4.318 3.313
H -4.850 9.028 -2.080
C -1.516 2.636 -2.555
H -0.755 -1.314 2.078
H 0.234 -5.245 -1.254
O 1.962 3.061 4.183
C 4.054 -3.495 -0.941
C -0.909 0.509 3.345
H -1.158 6.438 -3.717
O -2.839 -4.174 0.856
C 3.071 3.938 4.168
H 1.034 -2.107 0.907
N -0.335 1.813 3.087
H 2.843 -5.591 0.068
O -2.385 -3.159 -3.203
H 5.764 -2.108 0.496
H 0.592 -4.620 0.448
H -2.222 3.562 -4.343
C 0.480 -6.771 0.223
H 4.777 -3.991 -1.589
H 2.084 -3.692 -2.044
H -2.636 6.024 -4.540
H 1.592 -8.911 1.600
H 5.958 -3.449 1.697
H -1.654 -3.261 0.008
H 2.701 -1.636 1.480
C -1.744 3.936 -3.438
H -2.098 5.078 -1.800
H 0.637 4.367 5.098
H -2.819 7.606 -1.907
H -0.588 -6.986 0.265
C -0.258 -0.356 2.235
O -4.201 7.583 -3.448
C 0.987 -8.130 2.061
H -0.397 2.107 5.170
H 4.049 -2.443 -1.229
H -1.605 -2.190 -1.060
H -3.454 -3.557 1.253
C 1.675 -1.316 1.296
C 0.794 -5.361 -0.326
H -0.863 2.787 -1.696
H 0.922 -7.460 -0.496
H -2.122 -2.618 -3.948
N -2.437 5.004 -2.749
H 1.940 -3.170 -0.495
*
```

Summary:
LUMO level, Eh: 0.009
SMILES string: COCCNCCOC.COCCNCCOC.COCCNCCOC.O.O.O
HOMO level, eV: -8.128
Kohn-Sham gap, hartree: 0.30811

---

The structure shown above that is least stable: *P*.